(1)
# C3H8N2OS

A single C3H8N2OS molecule in a non-equilibrium geometry (ωB97M-V with the def2-TZVPD basis set, the OMol25 dataset).

## Properties
Calculated total energy   -19103.925 eV
Frontier orbital gap   9.99 eV
Net charge   0
ΔE to the lowest compared entry with this formula, charge and spin   0.577 eV
SMILES   NC(=O)NCCS

Last column: natural (NBO) charge in e.
Atoms and positions in Å:
S: 2.27 -0.57 -2.02  -0.067
O: -2.19 1.18 1.81  -0.634
N: -0.48 -0.33 1.93  -0.857
N: -1.16 0.57 -0.12  -0.655
C: -1.40 0.46 1.23  0.777
C: 1.07 -0.42 -0.61  -0.504
C: 0.06 0.65 -0.95  -0.223
H: 2.10 -1.89 -2.15  0.128
H: 0.60 -1.38 -0.45  0.216
H: -0.29 -1.23 1.54  0.382
H: 1.74 -0.13 0.19  0.231
H: -1.86 1.18 -0.53  0.395
H: -0.66 -0.27 2.91  0.400
H: 0.45 1.66 -0.80  0.196
H: -0.23 0.52 -1.99  0.214


(2)
# C3H8N2OS

A single C3H8N2OS molecule in a non-equilibrium geometry (ωB97M-V with the def2-TZVPD basis set, the OMol25 dataset).

## Properties
Calculated total energy   -19102.110 eV
Frontier orbital gap   9.74 eV
Net charge   0
ΔE to the lowest compared entry with this formula, charge and spin   2.392 eV
SMILES   N/N=C(\CO)CS

Last column: natural (NBO) charge in e.
Atoms and positions in Å:
S: -0.22 0.01 2.50  -0.097
O: -1.92 -0.62 -0.06  -0.710
N: 1.44 0.53 -0.56  -0.210
N: 1.27 1.22 -1.75  -0.651
C: -0.90 -0.01 -0.81  -0.141
C: 0.44 -0.13 -0.17  0.138
C: 0.49 -0.96 1.05  -0.505
H: 1.52 -1.22 1.26  0.237
H: -0.05 -0.98 3.44  0.140
H: -1.12 1.05 -1.00  0.166
H: -0.13 -1.81 0.92  0.235
H: 0.32 1.53 -1.93  0.339
H: -2.12 -0.04 0.69  0.478
H: -0.96 -0.54 -1.76  0.209
H: 1.94 1.97 -1.83  0.371